50
Properties=species:S:1:pos:R:3:forces:R:3:nbo_charge:R:1 method="wB97M-V/def2-TZVPD" lumo_ha=0.0877 homo_energy_ha=-0.264 multiplicity=1 orbital_gap_ev=9.574 charge=-1 total_energy_ev=-37852.197
O 0.390549 -4.655027 -0.583877 0.1 -0.3 0.0 -0.524
C 0.876034 -3.578329 -0.789431 -0.3 0.5 -0.1 0.448
C 0.141951 -2.290231 -0.465952 -1.5 -0.2 0.6 -0.340
N 0.845283 -1.122805 -0.956494 1.2 -0.3 0.3 -0.711
C 0.808272 0.063393 -0.170564 -1.1 -1.2 0.4 0.920
O 1.770601 0.841729 -0.189078 0.6 0.7 -0.1 -0.830
O -0.244520 0.219629 0.514749 0.4 0.1 -0.5 -0.863
H 1.884660 -3.475340 -1.257880 -0.1 0.0 0.2 0.106
H -0.924016 -2.401820 -0.828632 1.1 0.2 -0.1 0.217
H -0.037763 -2.275649 0.633265 0.4 0.1 -0.5 0.231
H 1.822273 -1.380950 -1.230327 -1.1 0.8 0.1 0.421
H 0.335378 2.274209 1.809442 0.4 -0.3 -0.1 0.473
H 1.512279 2.513931 0.833413 -0.4 -0.4 0.6 0.504
O 1.003169 2.924800 1.563796 0.2 0.5 -0.2 -0.964
H -3.260005 1.050707 -0.138355 -0.4 -0.6 -1.5 0.498
H -3.743351 0.425141 -1.539734 0.3 -0.1 0.2 0.496
O -3.601338 1.252246 -1.067854 -0.6 0.5 0.7 -1.003
H -1.691518 0.370000 1.227969 -1.3 1.0 -0.9 0.529
H -2.604587 1.700368 1.115682 1.0 0.1 0.3 0.497
O -2.635061 0.740507 1.242224 0.2 -0.4 1.2 -1.003
H 0.921282 -1.947934 2.447949 0.5 -0.1 -0.1 0.502
H 1.506056 -2.347729 3.696895 0.4 -0.2 0.1 0.465
O 1.709352 -2.448313 2.757650 -0.6 0.1 0.2 -0.977
H 3.355589 0.432176 -1.599649 0.4 -0.5 0.0 0.498
H 2.228266 0.252921 -2.498112 0.0 -0.4 -0.3 0.469
O 3.048112 -0.208235 -2.267039 0.3 0.8 -0.3 -0.957
H -1.874473 -1.451131 -4.078824 0.7 -0.7 0.1 0.488
H -0.594162 -2.303584 -4.388110 0.0 0.1 0.3 0.467
O -1.370019 -1.903375 -4.782725 -0.4 0.1 -0.6 -0.981
H -2.684835 2.138187 -2.047279 1.3 -0.6 -1.3 0.506
H -2.054584 3.353096 -2.548291 0.6 0.2 -0.7 0.465
O -1.963087 2.411490 -2.758120 -1.7 0.4 1.7 -1.025
H -2.130563 0.181441 -3.438560 0.1 0.4 0.7 0.499
H -1.536324 -0.185444 -2.042521 0.0 0.1 -0.3 0.506
O -2.225184 -0.423383 -2.683034 -0.1 -0.2 -0.3 -0.975
H -0.897196 -0.439714 3.639687 0.7 -0.1 -0.5 0.495
H -0.291811 0.086600 2.320885 0.5 -0.8 0.2 0.489
O -0.227444 -0.664404 2.949708 -0.6 0.7 0.5 -1.020
H -0.366285 3.132120 0.373088 -0.5 0.2 0.0 0.489
H -0.990950 2.605748 -0.911598 -0.3 -0.1 0.0 0.487
O -1.230340 3.048161 -0.084616 0.4 0.2 0.1 -1.011
H 3.477852 1.669427 0.041943 0.0 -0.1 0.1 0.487
H 4.803750 1.237557 0.662308 -0.1 -0.1 0.0 0.484
O 4.431378 1.806388 -0.022130 0.2 0.1 -0.1 -0.975
H 3.304404 -1.220500 2.481594 -0.1 0.1 -0.3 0.496
H 2.983119 -0.215629 1.377464 0.2 -0.1 0.1 0.478
O 3.727825 -0.588816 1.876170 -0.1 0.1 0.0 -0.989
H -2.571473 1.021143 3.731171 0.1 -0.1 -0.1 0.494
H -2.821859 -0.467771 3.830303 -0.1 0.1 0.0 0.485
O -2.314687 0.242997 4.241435 -0.6 0.0 0.5 -0.943

***

50
Properties=species:S:1:pos:R:3:forces:R:3:nbo_charge:R:1 method="wB97M-V/def2-TZVPD" lumo_ha=0.0287 homo_energy_ha=-0.296 multiplicity=1 orbital_gap_ev=8.841 smiles="COc1ccc(CCNC(=O)CCCOc2ccc(Cl)cc2)cc1OC" total_energy_ev=-43332.045
C -0.900657 -2.028796 2.876758 -0.2 -0.1 0.1 -0.251
O 0.118075 -1.308796 2.228386 0.2 0.4 -0.3 -0.527
C -0.129050 -0.011127 1.862965 0.1 -0.1 0.1 0.294
C -1.383654 0.581346 1.943864 0.0 -0.2 0.0 -0.294
C -1.590609 1.897614 1.573525 0.1 0.1 0.0 -0.207
C -0.540161 2.670294 1.108028 0.0 0.1 0.2 -0.028
C -0.750084 4.097708 0.686328 -0.1 -0.2 -0.3 -0.425
C -1.307525 4.160564 -0.743932 -0.1 0.2 0.1 -0.219
N -0.470393 3.428244 -1.663616 0.1 0.4 0.1 -0.618
C -0.846732 2.232009 -2.175219 0.5 0.1 -0.3 0.695
O -1.979879 1.808397 -2.084345 -0.3 -0.2 0.0 -0.639
C 0.275931 1.510532 -2.904644 -0.3 -0.3 -0.2 -0.513
C -0.226138 0.264717 -3.629958 0.0 -0.1 0.4 -0.406
C -0.590087 -0.841899 -2.646306 -0.4 0.1 -0.3 -0.074
O 0.604814 -1.278031 -2.021039 0.3 0.0 0.0 -0.504
C 0.539405 -2.284391 -1.120908 0.1 -0.2 0.2 0.306
C 1.758479 -2.699414 -0.578867 -0.2 0.1 -0.1 -0.197
C 1.809696 -3.725278 0.339846 -0.1 0.0 -0.1 -0.232
C 0.635248 -4.353157 0.724953 -0.1 0.1 -0.1 -0.078
Cl 0.689722 -5.636372 1.889482 0.0 -0.2 0.2 -0.012
C -0.579087 -3.960672 0.195004 0.2 -0.1 0.1 -0.206
C -0.630378 -2.926486 -0.723722 0.0 0.3 -0.2 -0.299
C 0.710542 2.081022 1.012943 0.0 -0.2 0.1 -0.245
C 0.944919 0.762905 1.386560 0.0 0.1 0.0 0.246
O 2.234632 0.339319 1.222431 -0.4 0.1 -0.3 -0.508
C 2.766644 -0.626660 2.105086 0.3 -0.3 0.2 -0.246
H -0.454097 -2.984136 3.147062 -0.1 0.0 0.0 0.206
H -1.753344 -2.207139 2.214919 0.0 0.0 0.0 0.176
H -1.239950 -1.515897 3.782895 0.0 0.0 0.0 0.178
H -2.224791 0.006980 2.297075 0.0 -0.1 0.1 0.221
H -2.580537 2.320158 1.653051 -0.1 0.1 0.0 0.210
H -1.456427 4.590579 1.355772 0.1 0.1 0.0 0.220
H 0.198133 4.638214 0.727135 0.0 0.1 0.1 0.202
H -1.390418 5.202280 -1.070869 -0.1 -0.1 0.0 0.194
H -2.291738 3.689688 -0.787782 0.1 0.1 0.0 0.235
H 0.506013 3.677907 -1.685664 0.0 -0.1 -0.1 0.388
H 0.736166 2.200267 -3.615051 0.1 0.0 0.1 0.224
H 1.028949 1.218109 -2.168931 0.1 0.1 0.0 0.241
H 0.547686 -0.104618 -4.304353 0.0 0.0 -0.1 0.213
H -1.115605 0.514107 -4.209170 0.0 -0.1 0.0 0.225
H -1.056243 -1.678495 -3.184281 0.0 0.0 0.1 0.176
H -1.295129 -0.453335 -1.903415 0.1 -0.1 -0.1 0.205
H 2.656504 -2.190669 -0.890623 0.1 0.1 0.0 0.222
H 2.753814 -4.040736 0.756451 0.1 0.0 0.0 0.228
H -1.487110 -4.458613 0.498743 -0.1 -0.1 0.0 0.225
H -1.588234 -2.627340 -1.117936 -0.1 0.0 -0.1 0.228
H 1.561406 2.646084 0.661323 0.1 0.1 0.0 0.214
H 2.360778 -1.620784 1.914346 0.1 0.1 0.1 0.198
H 3.840523 -0.623548 1.918323 0.0 0.0 0.1 0.185
H 2.579978 -0.352654 3.147377 0.0 0.0 0.0 0.173

***

24
Properties=species:S:1:pos:R:3:forces:R:3:nbo_charge:R:1 method="wB97M-V/def2-TZVPD" lumo_ha=0.0171 homo_energy_ha=-0.345 multiplicity=1 orbital_gap_ev=9.860 smiles="NS(=O)(=O)[C@H]1OC1=O.CN(C)C" total_energy_ev=-27380.944
N 0.363804 -0.308633 1.712634 3.6 -2.3 -2.0 -1.053
S 1.995910 -0.032410 1.581451 0.3 0.1 1.9 2.240
O 2.438870 0.264768 2.937293 -0.4 -0.2 -1.6 -0.923
O 2.659545 -1.020827 0.777723 -0.6 0.4 0.0 -0.915
C 2.086523 1.585244 0.683757 -1.1 -2.1 1.8 -0.295
O 0.820013 2.318815 0.962751 -0.8 0.8 0.3 -0.456
C 1.979049 2.795285 1.392951 1.0 1.0 1.7 0.770
O 2.447178 3.615181 2.101524 -0.5 0.3 -0.4 -0.479
H 0.010500 -0.665764 0.789503 -0.8 1.2 0.7 0.448
H 0.075967 0.440964 2.257738 -1.9 1.4 0.8 0.410
H 2.188310 1.561912 -0.318548 1.0 -0.5 -3.2 0.219
C -0.376492 -1.715227 -1.579218 3.2 -1.1 0.2 -0.420
N -0.994287 -0.656232 -0.855471 -3.2 -1.0 1.3 -0.487
C -1.260812 0.609802 -1.545055 2.4 -1.3 0.7 -0.407
C -2.256782 -1.275730 -0.300632 -1.7 4.0 1.2 -0.432
H -1.034868 -2.565495 -1.749820 0.1 -0.1 0.1 0.195
H -0.012993 -1.411782 -2.563623 0.1 0.1 0.0 0.198
H 0.590568 -2.047258 -0.964877 -1.9 0.2 -1.4 0.201
H -0.866553 1.325094 -0.848716 -0.1 1.1 -0.2 0.207
H -0.658206 0.538657 -2.439984 0.1 0.7 -0.4 0.195
H -2.263539 0.780357 -1.786040 -1.6 0.2 -0.3 0.191
H -3.151255 -1.246852 -0.980162 1.1 -0.6 -0.1 0.191
H -2.024688 -2.186180 0.134902 0.2 -2.0 0.3 0.205
H -2.755764 -0.703690 0.599919 1.5 -0.4 -1.4 0.195